Below is a 5-piece molecular cluster, C24H44BrFNO12S4 overall, with properties calculated with wB97M-V/def2-TZVPD.

Computed properties:
molecular weight = 765.78 g mol⁻¹
net charge = +1
frontier orbital gap = 8.0 eV

Atoms and positions in Å:
F1 2.07196 -3.51090 3.49532
C1 3.05901 -2.76231 3.03764
N1 4.26432 -3.11150 3.56211
C2 5.39004 -2.48688 3.23291
C3 5.35398 -1.44821 2.31852
C4 6.53916 -0.76430 1.94595
C5 6.47580 0.24088 1.04322
C6 5.22931 0.61053 0.47800
C7 4.07415 -0.02767 0.82276
C8 4.09980 -1.08042 1.75742
C9 2.90949 -1.76431 2.14167
C10 1.55410 -1.39040 1.62159
C11 1.07305 -0.02167 2.15390
C12 -0.23947 -0.13029 2.90118
Br1 0.04140 -0.88371 4.66280
H1 4.28252 -3.86931 4.23348
H2 6.30336 -2.82655 3.69945
H3 7.48603 -1.04832 2.38400
H4 7.37095 0.77005 0.74969
H5 5.18261 1.41493 -0.24457
H6 3.13052 0.27362 0.38769
H7 0.84442 -2.16833 1.89461
H8 1.60582 -1.35467 0.53246
H9 0.96331 0.68541 1.33066
H10 1.81638 0.39509 2.83604
H11 -0.94922 -0.78470 2.40237
H12 -0.70728 0.84063 3.03395
O1 1.49363 0.22882 -1.27062
S1 0.54966 0.94747 -2.09001
O2 -0.75607 0.39241 -2.25717
O3 1.21944 1.24293 -3.48420
C13 1.75383 0.12765 -4.25213
C14 0.68505 -0.67834 -4.95317
C15 0.41956 2.59379 -1.50418
H13 2.36715 -0.48664 -3.59149
H14 2.41329 0.60812 -4.97102
H15 0.03451 -1.19757 -4.25305
H16 1.15590 -1.42897 -5.58689
H17 0.06764 -0.02928 -5.57397
H18 1.41240 3.01265 -1.37135
H19 -0.09804 2.54509 -0.54982
H20 -0.16257 3.17923 -2.21020
O4 -0.18824 4.60678 0.68620
S2 0.48345 5.17936 1.82086
O5 1.05623 4.28674 2.78268
O6 -0.48382 6.20789 2.51787
C16 -1.84309 5.76885 2.80100
C17 -1.93260 4.81567 3.96828
C18 1.70485 6.32568 1.29073
H21 -2.25808 5.33538 1.89092
H22 -2.37755 6.69322 3.00403
H23 -1.42910 3.87296 3.75807
H24 -2.98085 4.59638 4.16736
H25 -1.48164 5.24704 4.86168
H26 1.26348 7.00401 0.56641
H27 2.50478 5.74441 0.83753
H28 2.07381 6.86158 2.16080
O7 -0.40792 -3.84266 -4.76244
S3 -0.10749 -5.24399 -4.75839
O8 1.04749 -5.70721 -5.46229
O9 -1.38974 -6.04225 -5.22591
C19 -2.02151 -5.64284 -6.47059
C20 -1.24829 -6.08423 -7.69365
C21 -0.05854 -5.84607 -3.10691
H29 -2.17580 -4.56358 -6.45108
H30 -2.99565 -6.12409 -6.43022
H31 -0.28619 -5.58022 -7.76654
H32 -1.82831 -5.84948 -8.58615
H33 -1.06603 -7.15800 -7.66595
H34 -0.94568 -5.50615 -2.58064
H35 0.84114 -5.43387 -2.65557
H36 -0.00512 -6.93077 -3.13509
O10 -3.85504 0.18669 2.88246
S4 -4.41191 1.34155 2.24192
O11 -4.40495 2.58627 2.94779
O12 -5.87421 1.00189 1.75051
C22 -6.79931 0.43008 2.71320
C23 -7.32263 1.44568 3.70461
C24 -3.68261 1.57229 0.65746
H37 -6.31086 -0.41011 3.20748
H38 -7.60308 0.03805 2.09487
H39 -6.53357 1.81680 4.35629
H40 -8.08796 0.97783 4.32372
H41 -7.76271 2.29698 3.18620
H42 -3.69894 0.63038 0.11684
H43 -2.65924 1.90001 0.83095
H44 -4.23787 2.34097 0.12722

Below is C24H44Cl2GaN3O6Si as an isolated structure at a distorted geometry, with properties calculated with wB97M-V/def2-TZVPD.

Computed properties:
molecular weight = 639.35 g mol⁻¹
frontier orbital gap = 8.6 eV

Atoms and positions in Å:
C1 3.13158 -2.21536 -2.90011
C2 2.54444 -1.50107 -4.07406
H1 3.16591 -3.29036 -3.08899
H2 2.54098 -2.03258 -1.99820
H3 4.16115 -1.89388 -2.70040
C3 2.52383 -2.01214 -5.31559
C4 3.08298 -3.34081 -5.69198
H4 2.09389 -1.44462 -6.14546
H5 2.82463 -4.12429 -4.96939
H6 4.17670 -3.32256 -5.79836
H7 2.67891 -3.62924 -6.66855
Ga1 0.13439 -0.11588 3.23505
Cl1 1.72001 -0.55054 1.72986
C5 -0.43140 2.31062 1.85752
O1 -0.97644 1.24749 2.28511
N1 -1.12102 3.21412 1.17011
C6 -2.54303 3.03300 0.88932
C7 -0.41742 4.33578 0.57175
H8 0.62801 2.54646 2.03458
H9 -3.02464 2.49796 1.71420
H10 -2.70251 2.48534 -0.05126
H11 -2.97875 4.02966 0.77574
H12 0.47856 4.52693 1.16865
H13 -1.07161 5.20854 0.56932
H14 -0.11259 4.11787 -0.46098
H15 -3.52703 1.99103 6.53918
H16 -1.66801 2.07353 8.42092
C8 -3.23589 0.94330 6.39250
C9 -1.48309 1.02089 8.16730
N2 -1.84226 0.76354 6.78282
H17 -3.35058 0.66505 5.34454
C10 -0.92896 0.41507 5.88447
O2 -1.22483 0.32042 4.65947
H18 -0.41752 0.79971 8.29412
H19 0.07922 0.19775 6.26476
H20 -3.86935 0.31557 7.02915
H21 -2.07345 0.38230 8.83651
H22 0.54763 -4.72472 3.24570
H23 0.09906 -2.97016 0.95472
C11 -0.55168 -4.77612 3.22659
C12 -0.86958 -3.46848 1.11904
N3 -1.12730 -3.62087 2.54780
H24 -0.92343 -4.80843 4.25718
C13 -1.48615 -2.52804 3.22441
O3 -1.50334 -1.37444 2.70428
H25 -1.66736 -2.85080 0.68908
H26 -1.73843 -2.67575 4.28409
H27 -0.85058 -5.68741 2.69658
H28 -0.86204 -4.46153 0.66403
O4 0.79184 -0.43445 -2.87826
C14 1.88035 -0.16588 -3.75879
C15 0.32003 0.24220 -5.72302
C16 1.44919 0.62168 -4.99270
H29 -0.30503 -0.57269 -5.34146
C17 0.03285 0.88625 -6.93200
H30 2.62849 0.43043 -3.21613
C18 2.25940 1.67697 -5.43311
H31 -0.85510 0.58417 -7.49109
C19 0.88301 1.88650 -7.41231
C20 1.99406 2.28997 -6.65819
H32 3.10225 1.98083 -4.80432
H33 0.67164 2.36567 -8.37262
H34 2.65562 3.07865 -7.02679
Si1 -0.54238 0.26766 -2.16411
Cl2 1.00687 -1.88368 4.54123
C21 -2.09870 -0.44810 -2.91602
C22 -0.41506 2.13051 -2.33250
C23 -0.45987 -0.26455 -0.39994
H35 -2.18464 -0.22575 -3.98698
H36 -2.98081 -0.03589 -2.40905
H37 -2.11978 -1.54024 -2.78583
H38 -0.06923 -1.28919 -0.34467
H39 -1.39217 -0.20507 0.17337
H40 0.28545 0.37853 0.07982
H41 -0.34055 2.43582 -3.38315
H42 0.48656 2.48661 -1.81732
H43 -1.28884 2.63684 -1.89706
O5 2.80264 1.89882 5.60931
C24 2.16587 1.17559 4.83978
O6 1.13590 1.47857 4.11075
H44 2.46854 0.11137 4.75601

Below is a 3-piece molecular cluster, C24H44F14O11P3S overall at a distorted geometry, with properties calculated with wB97M-V/def2-TZVPD.

Computed properties:
molecular weight = 899.57 g mol⁻¹
net charge = +1
frontier orbital gap = 7.3 eV

Atoms and positions in Å:
C1 -3.43285 5.02490 1.70803
C2 -2.38534 4.82655 0.59217
O1 -1.90025 3.47367 0.62586
C3 -0.51077 3.33926 0.63258
C4 -0.09822 2.61179 1.95763
P1 0.47955 0.92948 1.58120
C5 2.27760 0.78964 1.42469
C6 2.86693 1.63749 0.26719
C7 3.52075 2.93754 0.70017
F1 2.55519 3.79613 1.12186
F2 4.04825 3.48023 -0.41446
C8 4.69401 2.78287 1.72328
F3 5.77012 3.42658 1.24513
F4 5.06955 1.49779 1.85428
C9 4.42050 3.36110 3.13940
F5 5.31456 2.78774 3.96029
F6 3.20264 3.03097 3.61698
C10 4.63246 4.91073 3.27343
F7 5.85749 5.20580 3.66657
F8 3.76043 5.35808 4.18227
F9 4.38711 5.56349 2.13230
S1 -0.05927 -0.55140 3.09472
O2 -0.49918 -1.77147 2.50680
O3 1.15272 -0.74915 3.83299
C11 -1.29841 0.10571 4.32769
F10 -1.76944 -0.96124 4.95518
F11 -2.30763 0.69354 3.68056
C12 -0.64064 1.02491 5.40804
F12 -0.10580 0.27111 6.35574
F13 -1.57435 1.78928 5.95615
F14 0.33404 1.78695 4.88928
H1 -3.80254 4.07285 2.08085
H2 -4.23830 5.65033 1.32700
H3 -2.99571 5.57596 2.54289
H4 -2.88736 4.96370 -0.36462
H5 -1.60842 5.57411 0.74937
H6 0.04562 4.25693 0.44912
H7 -0.26260 2.66508 -0.20286
H8 -0.96672 2.61745 2.61637
H9 0.70744 3.10755 2.50351
H10 -0.12575 0.51012 0.38205
H11 2.70357 1.03641 2.39852
H12 2.51585 -0.25985 1.24038
H13 3.55648 1.02962 -0.31332
H14 2.08078 1.91766 -0.44016
O4 2.40761 0.92460 -3.65765
P2 3.15988 1.22133 -4.91413
O5 2.39940 2.49489 -5.57575
C13 2.48068 3.76845 -4.92935
C14 3.76660 4.49381 -5.28239
O6 2.59194 0.04311 -5.90186
C15 2.08909 -1.18959 -5.37896
C16 0.57592 -1.20114 -5.41796
O7 4.50438 1.38746 -5.81946
C17 5.57617 0.42081 -5.64590
C18 5.57555 -0.57744 -6.78464
H15 2.39091 3.64565 -3.84441
H16 1.62276 4.34700 -5.27051
H17 4.63523 3.97487 -4.87245
H18 3.75718 5.50956 -4.88466
H19 3.89694 4.53737 -6.36286
H20 2.46007 -1.37118 -4.37008
H21 2.47632 -1.98983 -6.01383
H22 0.16120 -0.37133 -4.84478
H23 0.18571 -2.13662 -5.01343
H24 0.22367 -1.09140 -6.44379
H25 5.49349 -0.08339 -4.67968
H26 6.50965 0.98247 -5.64664
H27 4.77177 -1.30310 -6.67317
H28 6.51795 -1.12518 -6.80967
H29 5.42806 -0.07365 -7.73918
O8 -4.50960 -4.15451 0.13728
P3 -4.61732 -4.91049 1.41576
O9 -3.15364 -5.58577 1.64046
C19 -2.03986 -4.74157 1.92621
C20 -1.97446 -4.37181 3.39718
O10 -5.46835 -6.22692 0.93741
C21 -6.33727 -6.17300 -0.19869
C22 -5.69168 -6.84768 -1.38946
O11 -5.08959 -5.13022 2.96569
C23 -6.42292 -4.69743 3.34035
C24 -7.35447 -5.88700 3.44622
H30 -2.08372 -3.84185 1.30425
H31 -1.14600 -5.29775 1.64406
H32 -2.81836 -3.73710 3.67880
H33 -1.05375 -3.83346 3.61506
H34 -2.02000 -5.26214 4.02364
H35 -6.61906 -5.14642 -0.43181
H36 -7.25235 -6.70602 0.07139
H37 -4.74175 -6.37618 -1.64113
H38 -6.34666 -6.80286 -2.26095
H39 -5.48278 -7.89396 -1.16330
H40 -6.80664 -3.95908 2.63150
H41 -6.33498 -4.20954 4.31124
H42 -7.64339 -6.25014 2.46174
H43 -8.26451 -5.61097 3.98011
H44 -6.86913 -6.71167 3.96704

For the records above, the corresponding HOMO values read -12.2, -8.2, -11.7 eV.